Computed, not measured: an isolated ion of composition C9H18NO3 and charge -1 in a non-equilibrium geometry, with ωB97M-V with the def2-TZVPD basis set.

Last column: natural (NBO) charge in e.
Element x y z (Å)
C 3.243 -0.691 1.075  -0.5929
C 2.252 -0.031 0.096  -0.2215
C 2.359 -0.769 -1.242  -0.6119
C 0.851 -0.080 0.718  -0.3869
C -0.183 0.934 0.214  -0.2563
C 0.303 2.377 0.330  -0.6069
C -0.736 0.656 -1.210  -0.0597
O -2.141 0.671 -1.237  -0.5191
N -2.661 -0.644 -1.709  -0.5390
C -3.681 -1.049 -0.757  -0.3640
C -3.379 -0.706 0.677  0.8045
O -3.882 0.194 1.334  -0.6520
O -2.438 -1.521 1.250  -0.7083
H 4.260 -0.696 0.681  0.1930
H 2.946 -1.736 1.196  0.1931
H 3.203 -0.230 2.060  0.1971
H 2.595 0.998 -0.017  0.1890
H 1.448 -0.726 -1.828  0.2300
H 2.575 -1.823 -1.064  0.1923
H 3.172 -0.370 -1.851  0.1931
H 0.982 0.111 1.790  0.1818
H 0.441 -1.088 0.640  0.2178
H -1.047 0.849 0.869  0.2218
H 1.142 2.595 -0.330  0.1855
H -0.513 3.031 0.014  0.2149
H 0.551 2.661 1.355  0.1885
H -0.354 1.445 -1.876  0.1341
H -0.447 -0.326 -1.578  0.1898
H -4.681 -0.618 -0.962  0.1293
H -3.753 -2.139 -0.819  0.1913
H -2.427 -1.278 2.180  0.4713

Calculated values
- M (g mol⁻¹) = 188.2
- SMILES = CC(C)C[C@@H](C)CO[N-]CC(=O)O
- gap between HOMO and LUMO (Ha) = 0.181
- energy relative to the best compared isomer or geometry (same formula, charge and spin) (kJ/mol) = 0.00
- calculated total energy (a.u.) = -634.13513
- total charge = -1
- E_LUMO (eV) = 3.289
- F_max (eV/A) = 1.10

Computed, not measured: C3H3FO3Tm as an isolated structure in a non-equilibrium geometry, with ωB97M-V with the def2-TZVPD basis set.

Last column: natural (NBO) charge in e.
Element x y z (Å)
H -0.768 -1.827 0.206  0.3206
O 0.866 -0.672 -0.446  -0.3868
O -0.220 1.117 0.064  -0.1026
O 2.021 1.129 0.199  -0.6762
C -0.750 -0.872 -0.324  -0.0924
C -1.303 0.254 0.501  0.4404
C 0.974 0.534 -0.025  0.9933
H -1.239 -1.013 -1.292  0.3327
F -2.425 0.772 -0.012  -0.1340
H -1.361 0.171 1.589  0.3246
Tm 4.206 0.408 -0.461  1.9803

Calculated values
- spin multiplicity = 3
- M (g mol⁻¹) = 275.0
- gap between HOMO and LUMO (alpha / beta) (Ha) = 0.363 / 0.126
- <S²> = 2.0058
- calculated total energy (a.u.) = -1525.49584
- total charge = +3
- E_LUMO (alpha / beta) (eV) = -13.606 / -19.045
- F_max (eV/A) = 4.82

Computed, not measured: a 6-piece molecular cluster, C6H22BrN4O7 overall in a non-equilibrium geometry, with ωB97M-V with the def2-TZVPD basis set.

Last column: natural (NBO) charge in e.
Element x y z (Å)
Br -0.906 -0.314 0.338  -0.8998
C 2.288 2.312 -1.028  0.7372
O 2.540 1.991 0.112  -0.6782
N 1.239 1.972 -1.640  -0.8242
N 2.927 3.224 -1.704  -0.8169
H 0.556 1.411 -1.151  0.4314
H 1.034 1.969 -2.629  0.3798
H 2.567 3.237 -2.648  0.3649
H 3.883 3.492 -1.518  0.3937
C 1.192 -2.135 -2.855  0.7607
O 1.780 -2.341 -3.877  -0.6852
N 1.287 -2.641 -1.669  -0.8322
N 0.298 -1.128 -2.841  -0.8697
H 0.751 -2.268 -0.898  0.4113
H 2.273 -2.740 -1.475  0.3894
H -0.112 -0.981 -1.930  0.4044
H 0.057 -0.646 -3.696  0.3896
C 3.266 -1.278 2.346  -0.0999
C 2.135 -1.145 3.388  -0.0953
O 1.080 -2.032 3.012  -0.7253
O 4.004 -2.463 2.389  -0.7077
H 3.801 -0.329 2.302  0.1673
H 2.601 -1.281 1.483  0.1776
H 1.695 -0.164 3.209  0.1750
H 2.461 -1.256 4.422  0.1604
H 0.691 -1.507 2.308  0.4821
H 4.817 -2.291 2.869  0.4600
C -4.729 1.601 0.574  -0.0863
C -4.192 2.047 -0.792  -0.0860
O -3.432 1.001 -1.442  -0.7759
O -3.658 1.524 1.510  -0.7680
H -5.103 0.578 0.584  0.1765
H -5.436 2.370 0.887  0.1661
H -3.581 2.940 -0.660  0.1626
H -4.926 2.338 -1.543  0.1720
H -2.654 0.651 -1.002  0.4987
H -2.829 1.155 1.197  0.4997
O -3.267 -2.677 1.318  -0.9633
H -2.554 -2.134 0.982  0.4933
H -3.844 -2.062 1.771  0.4601

Calculated values
- M (g mol⁻¹) = 342.2
- gap between HOMO and LUMO (Ha) = 0.336
- energy relative to the best compared isomer or geometry (same formula, charge and spin) (kJ/mol) = 81.79
- calculated total energy (a.u.) = -3561.64164
- total charge = -1
- E_LUMO (eV) = 2.792
- F_max (eV/A) = 8.07